(1)
Here is a cluster of 2 separate species, C15H32BO2S in total from the OMol25 dataset. Energies are from ωB97M-V with the def2-TZVPD basis set.

HOMO level = -10.657 eV
Frontier orbital gap = 5.49 eV
Net charge = +1

Positions of all 51 atoms, in Å:
H 4.5504 -0.3566 -1.1050
H 0.4583 -2.0590 -0.0456
H -3.0188 0.6286 0.9927
H -3.2511 -2.0335 1.5766
H -3.5099 0.0736 -0.5841
B 6.6636 1.1237 0.7080
C -5.0186 -0.1894 0.9662
H -2.9351 -2.1344 -0.1615
H 1.5029 0.3461 -2.4245
C -0.0020 -0.1816 -0.9772
C -1.3041 -1.3371 0.9647
C 5.1196 1.3926 0.7854
H 8.6036 2.3122 1.5779
H -2.3803 -4.1990 -1.1175
H 4.5990 0.5523 1.2504
C 7.8433 -1.3115 0.9826
H -1.0067 -2.1146 -1.0369
H 5.3128 2.0055 -1.3115
C 7.2597 -0.2794 0.7558
C 1.4315 -0.3050 -1.5508
H -5.3337 1.3831 -0.4771
H -5.4994 -1.1225 0.6631
H -1.1254 -0.3483 1.3882
H -4.9090 3.5401 0.2872
H -3.1712 -4.9957 -2.2977
C 2.5004 0.1566 -0.5427
S 7.8036 2.5743 0.5314
H 3.6546 0.6793 -2.2739
H 2.1362 1.0453 -0.0215
H -0.9680 -2.0512 1.7185
H 2.6156 -0.6336 0.2053
C -5.8085 3.3345 0.8776
H -3.6393 -3.5029 -1.8537
H 3.7765 2.5064 -0.5426
H 0.0408 0.5538 -0.1752
C -2.8247 -1.4886 0.7319
H -6.6874 3.4692 0.2387
H -5.8547 4.0257 1.7150
H -6.8459 0.7539 0.2067
C 4.5259 1.7184 -0.6108
H -4.9965 -0.1054 2.0528
C -5.8075 1.0144 0.4410
O -5.7831 2.0294 1.4265
C -3.5652 -0.1664 0.4821
H 8.4086 -2.1758 1.2439
H -0.6905 0.1152 -1.7665
H 1.6368 -1.3348 -1.8490
C -0.4466 -1.5093 -0.3097
O -2.8847 -4.1224 -1.9583
C 3.8473 0.4700 -1.2206
H 4.9768 2.2538 1.4433

Electronic structure analysis, natural (NBO) charges in units of e:
1 H 0.208
2 H 0.212
3 H 0.218
4 H 0.216
5 H 0.191
6 B 0.597
7 C -0.418
8 H 0.096
9 H 0.204
10 C -0.399
11 C -0.410
12 C -0.780
13 H 0.170
14 H 0.589
15 H 0.224
16 C -0.119
17 H 0.140
18 H 0.206
19 C -0.386
20 C -0.387
21 H 0.159
22 H 0.186
23 H 0.218
24 H 0.164
25 H 0.579
26 C -0.402
27 S -0.226
28 H 0.200
29 H 0.195
30 H 0.212
31 H 0.199
32 C -0.248
33 H 0.585
34 H 0.204
35 H 0.205
36 C -0.359
37 H 0.169
38 H 0.203
39 H 0.175
40 C -0.364
41 H 0.234
42 C -0.057
43 O -0.543
44 C -0.402
45 H 0.237
46 H 0.204
47 H 0.194
48 C -0.382
49 O -0.760
50 C -0.394
51 H 0.246



(2)
Here is a structure of composition C15H32FNO18P2Pt2 from the OMol25 dataset. Energies are from ωB97M-V with the def2-TZVPD basis set.

HOMO level (alpha / beta) = -7.096 / -6.762 eV
Multiplicity = 5
Frontier orbital gap (alpha / beta) = 7.16 / 6.41 eV
<S²> = 6.012

Positions of all 71 atoms, in Å:
O -2.2514 -8.5635 -23.0435
O -6.8683 -12.9328 -23.1932
H -6.8216 -9.4173 -25.0055
O -5.2540 -7.0349 -30.1012
H -3.2992 -7.1112 -30.6352
H -2.2111 -12.3012 -22.4520
C -2.7496 -9.1227 -26.7172
O 2.8890 -5.2762 -26.7242
O -4.1788 -8.4969 -23.7282
H -1.0819 -11.2394 -22.4320
H -3.6878 -8.3522 -29.4312
O -7.0549 -10.3446 -22.9408
F 1.1794 -8.2223 -24.6470
Pt -4.2670 -7.2554 -25.6284
H -2.1837 -12.9260 -27.3056
C 1.1253 -8.2839 -26.9986
C -3.1037 -12.8877 -26.7223
C 0.1226 -13.4521 -23.1548
H -5.6778 -10.1156 -29.4917
O -3.8606 -9.4151 -26.2378
C -0.9465 -12.5738 -23.9585
C -6.9827 -10.1913 -25.7559
H -1.7734 -14.1693 -25.3098
O -7.2178 -8.6134 -29.3316
H 0.7479 -12.7604 -22.5903
C -8.1453 -5.8638 -30.1026
C -2.0320 -13.3765 -24.6079
H -0.4260 -12.0170 -24.7377
H -3.6785 -13.8137 -26.7399
H -8.9707 -6.5647 -30.2275
O -2.9512 -12.5648 -25.3130
O -4.7946 -11.4254 -23.4021
H -7.4187 -10.6839 -29.1677
C -3.2576 -7.8552 -23.1974
H -8.8597 -9.4567 -23.2277
C -6.5939 -14.1012 -23.9068
H -5.6928 -13.9360 -24.4973
O -3.2367 -6.8360 -23.7933
C -4.0607 -7.8176 -30.3048
C -8.4804 -10.4510 -22.9920
H -8.6974 -10.7367 -21.9628
H 0.6933 -14.1440 -23.7742
P -6.2022 -11.5017 -23.6963
H -7.5728 -5.8746 -31.0300
C 2.1395 -6.2904 -26.7039
H -8.5338 -4.8503 -30.0021
H -4.1704 -8.5555 -31.0996
O -5.6012 -7.5771 -27.4741
N -1.6958 -11.7058 -23.0844
O -1.9078 -9.7986 -26.1922
O 1.0347 -6.3642 -25.9159
H -7.4888 -14.2300 -24.5156
H 1.2200 -9.3549 -27.1776
O -7.2714 -6.1675 -28.9539
C -6.7476 -9.9626 -29.6339
C 0.6746 -7.7163 -25.7318
H -2.5779 -13.9900 -23.8911
H -6.8478 -10.0310 -30.7172
O -6.5325 -11.3751 -25.2447
O -2.6942 -7.9260 -26.9354
H -8.0086 -10.2541 -26.1187
H -0.1045 -14.1319 -22.3335
H -6.3785 -9.9714 -26.6360
H -8.9020 -11.1959 -23.6670
H 0.3436 -8.1899 -27.7524
P -6.1898 -7.4097 -28.8468
H -0.3865 -7.9132 -25.5789
Pt -2.9548 -10.2618 -24.3309
H -3.7599 -12.1259 -27.1434
H -6.4353 -14.9886 -23.2940
O 2.2577 -7.4926 -27.2767

Electronic structure analysis, Löwdin charges in units of e:
1 O -0.078
2 O -0.221
3 H 0.093
4 O -0.203
5 H 0.098
6 H 0.104
7 C -1.046
8 O 0.096
9 O -0.246
10 H 0.107
11 H 0.072
12 O -0.211
13 F 0.129
14 Pt 1.236
15 H 0.098
16 C -0.082
17 C -0.050
18 C -0.031
19 H 0.080
20 O -0.198
21 C -0.371
22 C -0.135
23 H 0.127
24 O -0.241
25 H 0.071
26 C -0.067
27 C -0.218
28 H 0.147
29 H 0.088
30 H 0.082
31 O -0.287
32 O -0.266
33 H 0.090
34 C -0.999
35 H 0.099
36 C -0.118
37 H 0.076
38 O -0.054
39 C -0.084
40 C -0.098
41 H 0.097
42 H 0.073
43 P 0.465
44 H 0.080
45 C -0.473
46 H 0.087
47 H 0.087
48 O -0.330
49 N -0.014
50 O -0.062
51 O 0.146
52 H 0.094
53 H 0.147
54 O -0.236
55 C -0.075
56 C -0.383
57 H 0.132
58 H 0.086
59 O -0.185
60 O -0.085
61 H 0.101
62 H 0.070
63 H 0.065
64 H 0.091
65 H 0.137
66 P 0.543
67 H 0.153
68 Pt 1.341
69 H 0.081
70 H 0.093
71 O 0.089



(3)
Here is a structure of composition C15H32IrN3O3P from the OMol25 dataset. Energies are from ωB97M-V with the def2-TZVPD basis set.

HOMO level = -18.929 eV
Frontier orbital gap = 7.63 eV
Energy above the lowest of the compared OMol25 structures with the same formula, charge and spin = 36.90 kJ/mol
Net charge = +3

Positions of all 55 atoms, in Å:
H -0.4718 -2.9802 1.5616
H 2.1739 1.1114 -1.9114
C 0.4483 -3.1947 1.0190
H -3.9427 -3.3378 0.9613
H 0.5558 -0.0326 -3.2336
C -4.2261 -1.3338 1.6905
H 0.7306 -1.4671 2.9438
H 0.3235 -1.8084 -3.0601
H -1.7180 0.7023 -1.8481
H -4.3757 0.7559 2.1634
H 0.2102 -3.5465 0.0097
C -2.8155 -1.9103 -0.1636
H 3.2876 -1.5007 0.4828
P 0.4901 1.2962 0.4671
C 2.5517 -2.2546 0.2093
C -3.6754 -2.2956 0.8493
N 1.5955 -0.9050 -1.6059
C 1.0288 -0.9798 -2.9852
H -4.9212 -1.6326 2.4641
H 3.0958 0.2711 -0.6467
H 3.1722 -2.2944 -1.8582
N -1.5894 -0.2000 -1.3922
H 3.3883 -0.0985 -2.3590
N 1.3021 -1.9727 0.9722
H 0.3917 4.3313 -1.1942
C 1.6464 -1.5928 2.3686
C 2.6247 2.5131 1.5128
H 2.2364 -2.3893 2.8260
H 2.2314 2.8668 2.4613
H 1.5916 -3.0172 -1.5837
C -2.4996 -0.5526 -0.3151
Ir 0.0322 -0.7547 -0.2378
H -1.6721 -0.8891 -2.1421
H 3.6623 2.2158 1.6129
H 2.2161 -0.6714 2.3667
C -0.7510 1.2958 2.8560
O 1.8948 1.2810 1.1286
C -3.0467 0.4174 0.5253
H -2.4273 -2.6521 -0.8576
H -1.1791 0.2957 2.8291
H -1.1369 3.4518 -1.4403
C -3.9151 0.0140 1.5245
H 2.9507 -3.2281 0.5008
H -1.4468 1.9822 3.3260
C 2.6333 0.1719 -1.6200
C 2.2569 -2.2115 -1.2695
O 0.4571 2.3393 -0.6762
H 0.2024 1.3115 3.3786
H -0.6293 3.9168 0.2158
H 0.9719 -4.0048 1.5328
O -0.5745 1.7875 1.4891
C -0.2976 3.6093 -0.7703
H -2.8429 1.4692 0.3697
H 2.5138 3.2597 0.7309
H 1.8382 -1.1642 -3.6933

Electronic structure analysis, natural (NBO) charges in units of e:
1 H 0.238
2 H 0.242
3 C -0.466
4 H 0.267
5 H 0.230
6 C -0.117
7 H 0.223
8 H 0.216
9 H 0.440
10 H 0.262
11 H 0.212
12 C -0.262
13 H 0.238
14 P 2.244
15 C -0.257
16 C -0.179
17 N -0.336
18 C -0.435
19 H 0.268
20 H 0.233
21 H 0.271
22 N -0.779
23 H 0.247
24 N -0.422
25 H 0.242
26 C -0.424
27 C -0.254
28 H 0.241
29 H 0.222
30 H 0.228
31 C 0.103
32 Ir 0.752
33 H 0.421
34 H 0.239
35 H 0.236
36 C -0.252
37 O -0.857
38 C -0.238
39 H 0.237
40 H 0.195
41 H 0.207
42 C -0.167
43 H 0.262
44 H 0.248
45 C -0.443
46 C -0.265
47 O -0.860
48 H 0.213
49 H 0.220
50 H 0.264
51 O -0.834
52 C -0.239
53 H 0.248
54 H 0.213
55 H 0.261



(4)
Here is a structure of composition C15H32N2O5P2V from the OMol25 dataset. Energies are from ωB97M-V with the def2-TZVPD basis set.

HOMO level (alpha / beta) = -9.243 / -9.002 eV
Multiplicity = 3
Frontier orbital gap (alpha / beta) = 6.06 / 5.74 eV
Energy above the lowest of the compared OMol25 structures with the same formula, charge and spin = 0.00 kJ/mol
Net charge = +1
<S²> = 2.108

Positions of all 57 atoms, in Å:
P 2.3723 0.5153 1.6107
H 1.6445 2.3957 2.9783
O -2.5602 -0.2540 -0.3338
H 1.7115 -2.8827 0.2784
H -2.4953 0.1659 0.5464
H 4.1249 0.6278 -0.0084
C 0.1744 -1.3113 -4.1112
H -2.5466 -1.3910 -3.5804
H 0.6416 1.5896 -1.7884
C 3.0136 -1.9538 4.8776
V 0.6356 0.2649 -0.0176
H -0.3946 -2.0490 4.7664
C 4.0059 0.1172 0.9564
N -1.2206 -0.2779 -0.8157
H -2.3529 -1.5006 3.2482
H -0.5356 1.7168 3.4785
C -1.2511 -0.7302 -2.0636
C 1.4162 2.1476 -1.2266
H -0.0064 -0.4674 -4.7910
N 1.0431 -0.6300 -1.8925
C 1.7054 -2.2972 5.2195
H -1.7071 0.5105 4.0987
O -1.8399 4.6102 0.1803
H 1.1953 -1.6618 -4.2523
H 4.7877 0.4384 1.6553
H 0.2995 -3.0466 -0.2861
H -2.0556 1.4008 2.5806
H 2.7413 0.1468 -2.2507
H -2.3307 -1.7148 1.4703
H 1.3446 2.0099 -0.1127
H -1.8937 3.7970 -0.3518
H 3.8551 -2.3737 5.4286
C 0.0071 -0.9066 -2.6946
C 0.8687 -0.9654 3.3827
C -1.7104 -1.7011 2.3768
C -2.6100 -1.0072 -2.5637
H -3.2259 -0.1036 -2.5630
C 2.5077 2.1911 2.3301
H -1.5960 4.2894 1.0630
O 2.3052 -0.7310 -2.5120
H 1.5126 -2.9674 6.0593
H 3.4339 2.2732 2.9165
H 3.0172 2.1746 -2.4804
O 2.8216 1.7211 -1.6478
H -0.5328 -2.0994 -4.3852
O 0.7958 -2.5660 0.4006
H 4.2726 -0.7701 3.5705
C 3.2549 -1.0658 3.8210
P -0.4519 -0.3839 2.2325
C 2.1842 -0.5752 3.0737
H -3.1119 -1.7497 -1.9368
H 1.2646 3.2070 -1.4778
C 0.6290 -1.7882 4.4838
H 4.0735 -0.9644 0.7959
H 2.5211 2.9315 1.5176
H -1.2227 -2.6763 2.4981
C -1.2630 0.9485 3.1934

Electronic structure analysis, natural (NBO) charges in units of e:
1 P 0.897
2 H 0.243
3 O -0.552
4 H 0.492
5 H 0.471
6 H 0.269
7 C -0.669
8 H 0.223
9 H 0.218
10 C -0.184
11 V 0.599
12 H 0.213
13 C -0.948
14 N -0.213
15 H 0.239
16 H 0.243
17 C 0.098
18 C -0.314
19 H 0.239
20 N -0.235
21 C -0.202
22 H 0.242
23 O -0.921
24 H 0.259
25 H 0.238
26 H 0.491
27 H 0.230
28 H 0.497
29 H 0.258
30 H 0.176
31 H 0.462
32 H 0.233
33 C 0.132
34 C -0.338
35 C -0.948
36 C -0.652
37 H 0.245
38 C -0.929
39 H 0.464
40 O -0.583
41 H 0.233
42 H 0.249
43 H 0.500
44 O -0.749
45 H 0.233
46 O -0.925
47 H 0.223
48 C -0.187
49 P 0.888
50 C -0.327
51 H 0.245
52 H 0.235
53 C -0.132
54 H 0.251
55 H 0.238
56 H 0.267
57 C -0.925